# 1
{"formula": "C15H31NO3P2Sn", "method": "ωB97M-V/def2-TZVPD", "homo_lumo_gap_ev": 6.5, "homo_energy_ev": -6.104, "spin_multiplicity": 1, "energy_ha": -1767.3776, "species": ["P", "P", "C", "C", "H", "H", "H", "H", "C", "H", "H", "H", "C", "H", "H", "H", "C", "H", "H", "H", "C", "H", "H", "H", "Sn", "C", "C", "C", "C", "C", "C", "C", "C", "C", "H", "H", "H", "H", "H", "H", "H", "H", "H", "H", "H", "H", "H", "H", "H", "O", "N", "O", "O"], "positions_angstrom": [[0.24418, -1.92392, -2.20562], [-0.21148, 1.79892, -1.71762], [-0.10237, -0.54889, -3.38738], [0.49316, 0.84234, -3.10873], [-1.18989, -0.49188, -3.53085], [0.32134, -0.93687, -4.31361], [1.59359, 0.80050, -3.02583], [0.24167, 1.48453, -3.95619], [-1.78072, 2.55420, -2.23384], [-2.08466, 3.26563, -1.45062], [-2.57075, 1.79564, -2.33861], [-1.64733, 3.08894, -3.18453], [1.00976, 3.05473, -1.30938], [0.93621, 3.87190, -2.04528], [2.01692, 2.61036, -1.33429], [0.79835, 3.43883, -0.29979], [-0.82614, -3.33291, -2.66110], [-0.71115, -4.11812, -1.89484], [-0.51699, -3.72126, -3.64224], [-1.88450, -3.02938, -2.69200], [1.96788, -2.37068, -2.48604], [2.60618, -1.48497, -2.37915], [2.07687, -2.79504, -3.49186], [2.26270, -3.11531, -1.73407], [-0.93239, -0.26107, -0.36678], [0.47086, 1.57133, -6.17178], [-0.86449, 1.59184, -6.00068], [-1.83329, 0.92290, -6.92990], [-1.47378, -0.51687, -7.38047], [-0.71499, -1.35274, -6.39333], [0.62925, -1.44316, -6.36212], [1.57786, -0.57635, -7.14490], [1.18177, 0.91198, -7.32226], [-0.09248, -1.86492, 0.87966], [1.13622, 2.17148, -5.53000], [-1.32572, 2.24355, -5.24948], [-1.95639, 1.54078, -7.83656], [-2.82429, 0.89977, -6.45374], [-2.41994, -1.04086, -7.58408], [-0.94060, -0.47095, -8.34045], [-1.33079, -1.97979, -5.73254], [1.11504, -2.27254, -5.82880], [1.73692, -1.01034, -8.14814], [2.56350, -0.60578, -6.65199], [2.12008, 1.47421, -7.46469], [0.62366, 1.03253, -8.26228], [0.93345, -1.63791, 1.19569], [-0.10043, -2.80871, 0.32314], [-0.74169, -1.97391, 1.75848], [0.33728, 1.86376, 2.82440], [0.11798, 1.28628, 1.77336], [-1.14643, 0.89989, 1.49805], [0.99659, 0.99412, 0.90195]]}

# 2
{"formula": "C15H31NO4PS", "method": "ωB97M-V/def2-TZVPD", "homo_lumo_gap_ev": 7.5, "homo_energy_ev": -11.314, "charge": 1, "spin_multiplicity": 1, "energy_ha": -1685.0326, "species": ["C", "C", "O", "N", "P", "C", "C", "C", "S", "C", "C", "O", "H", "H", "H", "H", "H", "H", "H", "H", "H", "H", "H", "H", "H", "H", "H", "C", "C", "C", "O", "C", "H", "H", "H", "H", "H", "H", "H", "H", "C", "C", "C", "O", "C", "H", "H", "H", "H", "H", "H", "H", "H"], "positions_angstrom": [[-1.69041, 0.28724, 0.15068], [-0.76025, -0.04066, -1.09994], [-0.62439, 0.85157, -1.98852], [-0.06847, -1.31406, -1.35112], [1.16618, -1.11285, -2.61843], [2.76352, -0.30452, -1.96313], [3.52067, 0.59930, -3.04985], [2.85827, 2.03224, -3.33065], [2.01351, 2.80844, -1.86987], [0.51168, -1.91981, -0.12173], [1.19615, -1.08024, 1.05924], [0.43937, -3.16803, 0.04223], [-1.13085, 0.36177, 1.14012], [-2.55488, -0.44162, 0.29500], [-2.16418, 1.32159, -0.03740], [1.51064, -2.46847, -2.99660], [0.64964, -0.47987, -3.79185], [2.60945, 0.20855, -0.94446], [3.46711, -1.19668, -1.73850], [3.49753, 0.02417, -4.05381], [4.64079, 0.66240, -2.78045], [2.13760, 2.05952, -4.21958], [3.72199, 2.74355, -3.61917], [0.73429, 3.11000, -2.36688], [0.99403, 0.05231, 0.98923], [0.83303, -1.53194, 2.04566], [2.32899, -1.25368, 1.00475], [4.04579, 2.42421, 4.27341], [2.64624, 2.25252, 4.82133], [1.85006, 1.95487, 3.56626], [2.73763, 1.28137, 2.66091], [4.07849, 1.39365, 3.16250], [4.83006, 2.27339, 5.01658], [4.15951, 3.42929, 3.85440], [2.61556, 1.39116, 5.49641], [2.27628, 3.12399, 5.36343], [1.51291, 2.87705, 3.08109], [0.97814, 1.32537, 3.76230], [4.37754, 0.41063, 3.54203], [4.75286, 1.67323, 2.34997], [-4.72287, -2.50281, -0.80089], [-5.19590, -1.08606, -1.04312], [-6.49391, -1.31085, -1.79355], [-7.03110, -2.55503, -1.32741], [-6.02930, -3.23287, -0.55814], [-4.02137, -2.59695, 0.03085], [-4.23875, -2.89198, -1.70297], [-5.39837, -0.59378, -0.08573], [-4.48306, -0.47266, -1.59853], [-6.31952, -1.40332, -2.87079], [-7.21931, -0.51170, -1.62584], [-6.32332, -3.18017, 0.49564], [-5.98530, -4.28277, -0.85511]]}

# 3
{"formula": "C15H32As2N2O5Sc", "method": "ωB97M-V/def2-TZVPD", "homo_lumo_gap_ev": [6.0, 5.8], "homo_energy_ev": [-8.618, -8.354], "charge": 1, "spin_multiplicity": 1, "energy_ha": -6308.4360, "species": ["O", "H", "Sc", "N", "N", "O", "O", "C", "C", "C", "C", "H", "H", "H", "H", "H", "H", "H", "H", "O", "H", "H", "C", "H", "H", "H", "O", "H", "H", "C", "As", "C", "C", "C", "C", "C", "C", "C", "As", "C", "C", "H", "H", "H", "H", "H", "H", "H", "H", "H", "H", "H", "H", "H", "H", "H", "H"], "positions_angstrom": [[0.21518, -2.09358, 3.98163], [0.40071, -2.55402, 4.84098], [0.00121, -0.82004, -0.44266], [-0.80208, -1.89447, -2.08811], [-1.39377, -2.27901, 0.43239], [-0.36105, -1.89304, -3.45399], [-2.00527, -2.25251, 1.72322], [-1.74568, -2.81427, -1.84266], [-2.13308, -2.96660, -0.46524], [-2.29321, -3.57119, -2.98717], [-3.30087, -3.78373, -0.03346], [-1.54075, -3.57251, -3.77956], [-3.21582, -3.11291, -3.36641], [-2.53255, -4.59131, -2.68425], [-3.72686, -3.41579, 0.90230], [-2.98898, -4.82438, 0.12398], [-4.09365, -3.78825, -0.78693], [0.03431, -1.01593, -3.63457], [-1.28594, -2.17421, 2.39398], [-1.94234, 0.56083, -0.80595], [-2.32463, 0.32965, -1.68456], [-2.71755, 0.54369, -0.20025], [1.28725, -2.43282, 3.07114], [1.72965, -1.51173, 2.65015], [0.88271, -3.03978, 2.24258], [2.08504, -3.00498, 3.57113], [1.79881, -2.07203, -0.94387], [1.73034, -2.88767, -1.48845], [2.72762, -1.76342, -1.03997], [1.78431, 1.46854, 3.00269], [0.47056, 0.98989, 1.61908], [-1.08098, 1.00887, 2.80970], [0.45786, 2.79070, 0.71738], [0.19207, 3.96584, 1.42102], [0.22650, 5.20176, 0.74897], [0.51624, 5.25413, -0.61656], [0.78789, 4.07698, -1.33122], [0.77660, 2.85958, -0.65320], [1.21086, 1.18461, -1.59180], [1.26241, 1.72817, -3.45792], [3.13450, 1.16547, -1.18337], [1.88495, 0.62345, 3.69006], [1.41825, 2.35725, 3.52776], [2.73556, 1.67743, 2.50468], [-1.08402, 1.97410, 3.32645], [-1.98549, 0.88665, 2.20666], [-0.97897, 0.17427, 3.51633], [-0.03720, 3.92908, 2.48650], [0.02112, 6.12259, 1.30172], [0.53749, 6.21097, -1.14092], [1.00647, 4.11119, -2.39812], [2.00418, 2.53033, -3.54965], [1.56720, 0.84508, -4.03362], [0.26066, 2.06173, -3.75445], [3.59288, 0.36369, -1.77721], [3.54302, 2.13784, -1.48643], [3.28631, 0.99582, -0.10996]]}

# 4
{"formula": "C15H32BN3O4PS", "method": "ωB97M-V/def2-TZVPD", "homo_lumo_gap_ev": 1.5, "homo_energy_ev": -1.492, "charge": -1, "spin_multiplicity": 1, "energy_ha": -1820.1458, "species": ["C", "C", "C", "N", "C", "P", "C", "C", "C", "C", "C", "N", "N", "C", "S", "C", "B", "C", "O", "C", "O", "H", "H", "H", "H", "H", "H", "H", "H", "H", "H", "H", "H", "H", "H", "H", "H", "H", "H", "H", "H", "H", "H", "H", "H", "H", "H", "H", "H", "O", "C", "C", "O", "H", "H", "H", "H"], "positions_angstrom": [[2.64210, -1.52125, 1.40417], [1.31191, -2.24441, 1.63147], [0.66657, -2.81892, 0.37687], [0.37804, -1.88303, -0.71985], [-0.65930, -0.86463, -0.47456], [0.03893, 0.88194, -0.17411], [0.07686, 1.21889, 1.63146], [-0.97566, 2.28372, 2.01186], [1.72437, 0.98463, -0.88174], [1.79996, 0.52737, -2.33890], [-1.51469, -0.75641, -1.75553], [-2.92535, -0.38909, -1.46049], [-3.22578, 1.17575, -0.75218], [-3.59869, 2.00160, -1.55001], [-4.44993, 3.17605, -2.28905], [-3.59303, -1.35606, -0.54215], [-4.61114, -0.52001, 0.40158], [-4.24052, 0.15261, 1.76932], [-5.94858, -0.48043, -0.02364], [-2.52812, -2.08871, 0.26731], [-1.49811, -1.19033, 0.62308], [3.36384, -1.78082, 2.17996], [2.52426, -0.44229, 1.46088], [3.06382, -1.77652, 0.43196], [1.49820, -3.11291, 2.27194], [0.59437, -1.62787, 2.17179], [-0.21687, -3.39174, 0.68464], [1.37470, -3.54215, -0.04033], [0.07087, -2.46293, -1.49278], [-0.14659, 0.31891, 2.20528], [1.06704, 1.57520, 1.92426], [-1.88413, 1.80464, 2.37230], [-0.58692, 2.97722, 2.75785], [-1.27323, 2.85186, 1.12952], [2.51438, 0.50654, -0.31234], [1.95401, 2.05333, -0.86269], [1.68230, -0.54811, -2.44345], [1.08925, 1.06855, -2.96846], [2.79191, 0.78391, -2.72082], [-1.10653, 0.03444, -2.38786], [-1.51350, -1.69169, -2.32911], [-3.41706, -0.38143, -2.35392], [-4.16488, -2.05141, -1.16460], [-4.96893, -0.07585, 2.55721], [-4.26672, 1.23030, 1.59613], [-3.24452, -0.08933, 2.14007], [-6.47260, -1.22243, 0.27316], [-2.95133, -2.48192, 1.19334], [-2.12852, -2.95450, -0.27868], [6.84773, 3.28517, -1.61246], [5.73211, 3.11446, -1.09962], [5.73641, 1.44197, -0.19767], [4.62034, 1.24631, 0.30825], [4.85761, 2.93212, -1.75459], [5.42611, 3.74792, -0.24478], [6.60219, 1.58962, 0.47668], [6.06103, 0.78214, -1.02593]]}